Entry 1:
# C36H80BF4N4

A cluster of 5 separate species, C36H80BF4N4 in total in a non-equilibrium geometry (ωB97M-V with the def2-TZVPD basis set, the Open Molecules 2025 dataset).

Calculated values
DFT total energy: -56122.5570 eV
Highest occupied orbital energy (spin up / spin down): -0.20927 / -0.56308 Eh
Multiplicity: 2
Kohn-Sham gap (spin up / spin down): 2.258 / 11.851 eV
Charge: +2
Energy relative to the best compared isomer or geometry (same formula, charge and spin): 0.435 eV

Last column: Mulliken charge in e.
Positions of all 125 atoms, in Å:
C1 20.703 -15.748 9.010  -1.382
C2 19.924 -15.343 7.659  0.008
C3 18.512 -16.079 7.525  -0.962
N1 17.739 -16.001 6.150  0.321
C4 16.327 -16.539 6.529  -0.546
C5 15.514 -16.840 5.305  -0.826
C6 16.164 -17.839 4.217  -0.981
C7 17.523 -17.275 3.957  -0.458
C8 18.457 -16.974 5.145  -0.018
C9 17.732 -14.534 5.597  -0.957
H1 21.744 -15.433 9.086  0.399
H2 20.688 -16.803 9.283  0.347
H3 20.247 -15.295 9.891  0.383
H4 20.449 -15.506 6.718  -0.035
H5 19.653 -14.321 7.394  0.395
H6 17.891 -15.643 8.308  0.566
H7 18.593 -17.133 7.791  0.483
H8 16.360 -17.460 7.111  0.397
H9 15.693 -15.839 7.075  0.358
H10 14.558 -17.185 5.698  0.452
H11 15.153 -15.981 4.739  0.352
H12 16.218 -18.899 4.466  0.310
H13 15.527 -17.791 3.334  0.441
H14 17.953 -17.983 3.249  0.381
H15 17.576 -16.425 3.276  0.369
H16 18.733 -17.913 5.625  0.215
H17 19.340 -16.354 4.992  -0.135
H18 17.296 -14.002 6.442  0.364
H19 17.027 -14.556 4.766  0.438
H20 18.696 -14.210 5.204  0.313
C10 18.872 -19.569 -0.698  -1.488
C11 20.254 -18.831 -0.760  0.127
C12 20.125 -17.191 -0.817  -0.691
N2 21.490 -16.520 -1.183  1.464
C13 21.690 -16.634 -2.661  -0.857
C14 20.789 -15.670 -3.547  -0.737
C15 20.991 -14.202 -3.126  -0.893
C16 20.478 -14.157 -1.715  -0.866
C17 21.293 -15.047 -0.736  -0.280
C18 22.742 -17.026 -0.426  -1.078
H21 19.021 -20.648 -0.739  0.534
H22 18.311 -19.599 -1.633  0.505
H23 18.181 -19.402 0.128  0.235
H24 20.712 -19.341 -1.608  0.314
H25 20.701 -19.187 0.168  -0.723
H26 19.909 -16.871 0.202  0.309
H27 19.392 -16.872 -1.558  0.554
H28 21.656 -17.673 -2.989  0.398
H29 22.713 -16.271 -2.761  0.489
H30 19.724 -15.890 -3.471  0.282
H31 21.072 -15.761 -4.595  0.473
H32 20.374 -13.614 -3.805  0.470
H33 21.950 -13.727 -3.332  0.330
H34 19.415 -14.394 -1.674  0.365
H35 20.435 -13.095 -1.474  0.361
H36 20.870 -15.057 0.269  0.043
H37 22.251 -14.533 -0.812  0.385
H38 23.682 -16.611 -0.791  0.407
H39 22.681 -18.099 -0.604  0.274
H40 22.579 -16.936 0.648  -0.398
C19 18.987 -21.532 3.025  -0.902
C20 20.441 -21.723 3.466  -0.603
C21 21.375 -20.737 2.810  -0.714
N3 22.842 -20.740 3.266  2.125
C22 23.492 -19.530 2.435  -0.751
C23 23.166 -18.179 3.076  0.403
C24 23.477 -18.123 4.570  -1.368
C25 22.620 -19.216 5.204  0.204
C26 23.045 -20.619 4.770  -1.068
C27 23.563 -22.007 2.840  -1.428
H41 18.376 -20.975 3.735  0.220
H42 18.379 -22.430 2.916  0.409
H43 18.939 -21.057 2.045  0.077
H44 20.849 -22.727 3.346  0.332
H45 20.551 -21.621 4.546  0.278
H46 20.956 -19.737 2.690  -0.276
H47 21.347 -21.030 1.761  0.134
H48 23.133 -19.635 1.411  -0.507
H49 24.570 -19.647 2.539  0.550
H50 22.094 -18.086 2.905  -0.364
H51 23.648 -17.394 2.492  0.749
H52 23.250 -17.125 4.942  0.391
H53 24.540 -18.232 4.786  0.429
H54 21.572 -19.110 4.923  -0.346
H55 22.428 -19.196 6.277  0.581
H56 22.477 -21.426 5.233  0.461
H57 24.111 -20.789 4.925  0.422
H58 24.552 -22.093 3.290  0.337
H59 23.672 -21.995 1.756  0.536
H60 23.035 -22.951 2.977  0.276
C28 24.548 -9.576 4.638  -1.353
C29 24.823 -10.558 3.443  -0.280
C30 24.009 -10.099 2.196  -0.733
N4 24.125 -10.943 0.893  0.603
C31 25.575 -11.045 0.424  -0.822
C32 26.196 -9.724 -0.309  -0.794
C33 25.176 -9.096 -1.268  -0.565
C34 23.724 -9.105 -0.761  -0.908
C35 23.179 -10.484 -0.339  -0.460
C36 23.609 -12.414 1.216  -1.483
H61 24.565 -8.557 4.249  0.351
H62 25.096 -9.790 5.555  0.384
H63 23.508 -9.677 4.948  0.343
H64 24.599 -11.601 3.664  0.305
H65 25.910 -10.549 3.356  0.293
H66 24.349 -9.099 1.924  0.577
H67 22.938 -10.091 2.402  0.319
H68 26.251 -11.448 1.177  0.531
H69 25.567 -11.905 -0.246  0.492
H70 26.623 -9.008 0.393  0.364
H71 27.039 -9.995 -0.945  0.396
H72 25.572 -8.096 -1.444  0.328
H73 25.217 -9.659 -2.201  0.339
H74 23.552 -8.393 0.046  0.314
H75 23.107 -8.702 -1.564  0.446
H76 22.143 -10.603 -0.022  0.489
H77 23.314 -11.155 -1.187  0.286
H78 23.574 -13.068 0.345  0.407
H79 22.580 -12.286 1.553  0.316
H80 24.195 -12.912 1.988  0.426
B1 21.176 -14.966 2.886  0.293
F1 20.328 -15.933 2.379  -0.176
F2 22.355 -14.922 2.172  -0.244
F3 20.484 -13.765 2.780  -0.411
F4 21.413 -15.154 4.244  -0.260

=====

Entry 2:
# C36H80BN5O11PS2

A cluster of 3 separate species, C36H80BN5O11PS2 in total in a non-equilibrium geometry (ωB97M-V with the def2-TZVPD basis set, the Open Molecules 2025 dataset).

Calculated values
DFT total energy: -100228.9343 eV
Highest occupied orbital energy: -0.36941 Eh
Multiplicity: 1
Kohn-Sham gap: 7.574 eV
Charge: +1

Last column: Mulliken charge in e.
Positions of all 136 atoms, in Å:
C1 -1.011 6.479 -1.728  -1.479
C2 -0.991 4.953 -1.415  0.500
C3 0.459 4.554 -1.184  -0.720
N1 0.776 3.130 -1.306  0.241
C4 0.477 2.139 -0.307  -0.776
C5 0.074 0.915 -1.185  -1.316
C6 -1.297 1.079 -1.861  -1.373
C7 -2.388 0.259 -1.151  0.909
C8 -3.709 0.992 -0.918  -1.323
O1 -3.569 2.407 -1.016  -0.318
C9 -4.495 3.132 -0.239  -0.776
C10 -0.616 2.460 0.700  1.482
C11 -0.377 3.635 1.678  0.804
C12 -1.422 3.616 2.787  -1.385
O2 -1.009 2.914 3.957  -0.554
O3 -1.003 1.352 1.499  -0.233
C13 -0.059 0.337 1.776  -2.037
C14 1.461 0.620 1.510  1.670
B1 2.083 -0.799 1.141  0.283
O4 3.161 -0.934 0.282  -0.565
O5 1.546 -1.885 1.716  -0.588
C15 2.426 -3.002 1.937  -0.862
P1 2.174 0.819 3.262  -0.427
C16 4.012 0.977 3.147  -0.442
O6 1.752 2.315 3.792  -0.336
N2 1.745 1.675 0.469  1.068
C17 2.704 2.774 0.758  0.488
C18 4.086 2.447 0.177  -1.532
C19 5.161 3.402 0.672  -0.879
S1 4.937 5.051 -0.047  -0.207
C20 4.032 5.967 1.184  0.226
S2 3.052 7.152 0.674  -0.129
N3 4.305 5.591 2.498  0.301
C21 3.143 5.617 3.400  -0.391
C22 2.952 6.934 4.116  -0.775
O7 4.114 7.161 4.900  -0.433
C23 5.173 7.441 4.010  -0.533
C24 5.486 6.277 3.069  -0.852
H1 -1.302 6.617 -2.761  0.353
H2 -1.753 6.995 -1.135  0.376
H3 -0.027 6.920 -1.625  0.377
H4 -1.617 4.819 -0.545  -0.298
H5 -1.366 4.449 -2.295  0.369
H6 1.024 5.069 -1.951  0.775
H7 0.839 4.984 -0.259  -0.085
H8 1.654 2.942 -1.766  0.462
H9 0.075 -0.029 -0.639  0.038
H10 0.822 0.819 -1.968  0.876
H11 -1.183 0.679 -2.859  0.454
H12 -1.554 2.121 -1.979  0.049
H13 -2.072 -0.163 -0.209  -0.553
H14 -2.610 -0.597 -1.777  0.278
H15 -4.057 0.756 0.086  0.605
H16 -4.506 0.654 -1.577  0.434
H17 -4.032 3.565 0.648  0.200
H18 -4.868 3.959 -0.835  0.272
H19 -5.359 2.545 0.059  0.399
H20 -1.500 2.729 0.135  -0.177
H21 0.629 3.685 2.077  -0.899
H22 -0.557 4.571 1.170  0.546
H23 -1.572 4.655 3.075  0.421
H24 -2.378 3.280 2.409  0.376
H25 -1.687 2.244 4.132  0.366
H26 -0.345 -0.523 1.177  -0.274
H27 -0.210 0.018 2.797  0.927
H28 4.029 -0.931 0.711  0.379
H29 2.635 -3.535 1.023  0.343
H30 3.352 -2.680 2.401  0.358
H31 1.934 -3.650 2.647  0.289
H32 4.429 0.543 4.044  0.522
H33 4.271 2.032 3.144  -0.154
H34 4.436 0.439 2.307  0.205
H35 1.130 2.173 4.526  0.362
H36 2.216 1.157 -0.279  1.059
H37 2.437 3.704 0.279  -0.233
H38 2.838 3.032 1.804  -0.155
H39 3.998 2.633 -0.894  0.568
H40 4.352 1.402 0.307  0.404
H41 5.233 3.427 1.751  0.237
H42 6.118 3.044 0.311  0.601
H43 2.232 5.337 2.890  0.039
H44 3.321 4.851 4.148  0.366
H45 2.096 6.855 4.777  0.404
H46 2.849 7.751 3.409  0.350
H47 6.052 7.610 4.618  0.365
H48 4.972 8.354 3.446  0.319
H49 6.123 5.578 3.604  0.398
H50 6.088 6.637 2.243  0.506
C25 -2.556 -3.646 -0.444  -0.658
O8 -3.669 -2.854 -0.816  -0.007
C26 -4.249 -3.226 -2.065  -0.520
C27 -5.607 -3.869 -1.875  -0.320
N4 -5.491 -5.185 -1.262  -0.230
C28 -6.756 -5.759 -0.807  -0.716
C29 -7.542 -5.022 0.274  -0.484
O9 -6.924 -5.013 1.548  -0.442
C30 -5.951 -4.007 1.746  -0.479
H51 -2.072 -3.160 0.405  0.187
H52 -2.860 -4.651 -0.134  0.308
H53 -1.836 -3.722 -1.264  0.134
H54 -3.577 -3.876 -2.634  -0.015
H55 -4.383 -2.305 -2.641  0.416
H56 -6.091 -3.971 -2.850  0.437
H57 -6.212 -3.182 -1.267  0.177
H58 -4.864 -5.125 -0.470  0.052
H59 -6.531 -6.757 -0.423  0.374
H60 -7.405 -5.896 -1.677  0.400
H61 -8.481 -5.564 0.410  0.359
H62 -7.819 -4.003 -0.025  0.337
H63 -6.192 -3.091 1.199  0.267
H64 -4.954 -4.356 1.462  0.120
H65 -5.926 -3.777 2.811  0.360
C31 3.880 -5.655 -2.316  -0.703
O10 3.450 -6.068 -3.596  -0.345
C32 3.122 -7.452 -3.688  -0.789
C33 1.631 -7.656 -3.855  -0.165
N5 0.906 -7.312 -2.637  -0.274
C34 -0.544 -7.228 -2.795  -0.844
C35 -1.112 -6.189 -3.757  -0.473
O11 -0.934 -4.843 -3.339  -0.324
C36 0.323 -4.273 -3.655  -0.606
H66 4.285 -4.649 -2.415  0.206
H67 3.053 -5.625 -1.597  0.271
H68 4.667 -6.309 -1.931  0.388
H69 3.503 -8.007 -2.826  0.393
H70 3.624 -7.840 -4.578  0.407
H71 1.440 -8.704 -4.100  0.391
H72 1.313 -7.045 -4.709  0.168
H73 1.243 -6.422 -2.296  0.005
H74 -0.959 -7.020 -1.805  0.411
H75 -0.918 -8.214 -3.090  0.416
H76 -2.194 -6.343 -3.788  0.381
H77 -0.755 -6.320 -4.784  0.351
H78 0.725 -4.658 -4.594  0.378
H79 1.045 -4.432 -2.850  0.114
H80 0.180 -3.195 -3.757  0.262

=====

Entry 3:
# C36H80BrF5N6O6PS

A cluster of 5 separate species, C36H80BrF5N6O6PS in total (ωB97M-V with the def2-TZVPD basis set, the Open Molecules 2025 dataset).

Calculated values
DFT total energy: -163603.2686 eV
Highest occupied orbital energy: -0.39175 Eh
Multiplicity: 1
Kohn-Sham gap: 7.806 eV
Charge: +1
Energy relative to the best compared isomer or geometry (same formula, charge and spin): 0.000 eV

Last column: Mulliken charge in e.
Positions of all 136 atoms, in Å:
C1 -5.734 0.592 4.241  -0.044
C2 -5.075 -0.263 5.293  0.266
O1 -5.413 -1.382 5.565  -0.582
N1 -4.046 0.397 6.003  0.066
C3 -3.508 -0.409 7.099  -1.060
C4 -3.000 0.964 5.130  -0.593
C5 -3.067 2.504 4.971  -1.974
C6 -3.205 3.041 3.534  0.488
C7 -1.883 3.428 2.865  -1.691
C8 -1.003 2.203 2.567  1.276
N2 -0.019 2.061 3.718  0.121
C9 0.742 0.757 3.748  -1.248
C10 0.567 -0.049 2.463  -1.131
C11 0.417 0.689 1.098  3.711
C12 -0.505 -0.201 0.232  -2.913
C13 -1.985 -0.346 0.588  0.522
C14 -2.593 -1.507 -0.211  -0.160
S1 -2.436 -3.141 0.565  -0.216
C15 1.790 0.724 0.399  -2.217
C16 2.941 1.406 1.160  -0.511
C17 4.035 0.453 1.689  -1.798
C18 5.305 0.632 0.887  0.797
F1 5.610 1.944 0.799  -0.361
F2 5.097 0.200 -0.385  -0.316
C19 6.544 -0.098 1.437  0.521
F3 6.984 0.519 2.532  -0.253
F4 7.517 -0.132 0.548  -0.229
F5 6.216 -1.351 1.765  -0.261
C20 -0.130 2.147 1.298  -0.558
P1 -1.074 2.858 -0.181  0.397
O2 -0.130 2.481 -1.450  -0.443
Br1 -0.401 4.982 0.089  -0.270
H1 -6.521 0.019 3.749  0.427
H2 -5.034 0.909 3.469  -0.484
H3 -6.165 1.486 4.700  0.348
H4 -4.330 -0.755 7.723  0.352
H5 -2.844 0.222 7.694  0.359
H6 -2.959 -1.290 6.742  0.351
H7 -2.045 0.658 5.577  0.534
H8 -3.035 0.492 4.138  0.330
H9 -2.185 2.964 5.441  0.713
H10 -3.913 2.844 5.572  0.612
H11 -3.681 2.286 2.896  -0.327
H12 -3.867 3.909 3.516  0.655
H13 -2.093 3.982 1.952  0.742
H14 -1.330 4.120 3.517  0.116
H15 -1.630 1.309 2.624  -1.198
H16 0.634 2.843 3.633  0.574
H17 -0.513 2.196 4.603  0.319
H18 0.351 0.190 4.594  0.453
H19 1.785 0.993 3.963  0.455
H20 1.440 -0.707 2.395  0.504
H21 -0.288 -0.717 2.598  0.641
H22 -0.086 -1.213 0.289  0.536
H23 -0.420 0.099 -0.818  0.728
H24 -2.553 0.569 0.382  0.028
H25 -2.101 -0.553 1.662  -0.526
H26 -2.034 -1.634 -1.143  0.060
H27 -3.641 -1.332 -0.455  0.290
H28 -2.411 -2.760 1.849  0.092
H29 2.065 -0.320 0.205  0.704
H30 1.673 1.180 -0.584  0.047
H31 3.411 2.130 0.490  0.699
H32 2.569 2.018 1.991  0.615
H33 4.268 0.622 2.745  0.432
H34 3.745 -0.596 1.586  0.428
H35 0.727 2.812 1.466  0.741
H36 0.695 2.986 -1.515  0.288
C21 -7.844 3.079 -0.794  -1.456
C22 -7.452 3.258 0.668  0.125
C23 -6.008 2.846 0.979  -0.198
O3 -5.784 1.447 1.033  -0.310
C24 -5.572 0.815 -0.216  -0.504
N3 -8.436 2.585 1.513  -0.688
H37 -8.027 2.030 -1.031  0.316
H38 -8.767 3.620 -0.997  0.364
H39 -7.070 3.454 -1.466  0.341
H40 -7.509 4.327 0.899  0.455
H41 -5.756 3.218 1.977  0.040
H42 -5.311 3.306 0.263  0.390
H43 -5.016 1.465 -0.900  0.427
H44 -6.507 0.519 -0.694  0.317
H45 -4.987 -0.085 -0.027  -0.228
H46 -8.279 2.807 2.491  0.271
H47 -8.313 1.580 1.433  0.312
C25 1.961 -2.893 -4.885  -1.392
C26 1.858 -2.008 -3.649  0.280
C27 1.027 -2.617 -2.516  0.330
O4 -0.375 -2.595 -2.720  -0.250
C28 -0.862 -3.685 -3.492  -0.689
N4 1.394 -0.674 -4.041  -0.667
H48 1.037 -2.868 -5.465  0.294
H49 2.760 -2.535 -5.533  0.429
H50 2.163 -3.931 -4.615  0.171
H51 2.868 -1.887 -3.240  0.374
H52 1.204 -2.025 -1.618  -0.493
H53 1.354 -3.644 -2.308  0.327
H54 -0.270 -4.584 -3.306  0.111
H55 -0.837 -3.466 -4.561  0.250
H56 -1.897 -3.864 -3.201  0.362
H57 1.438 -0.040 -3.249  0.139
H58 0.410 -0.732 -4.289  0.376
C29 6.786 4.011 -1.483  -1.211
C30 5.762 3.638 -2.549  0.615
C31 6.096 4.165 -3.949  -0.894
O5 5.857 5.547 -4.121  -0.379
C32 6.912 6.407 -3.735  -0.634
N5 4.417 4.040 -2.110  -0.582
H59 6.708 5.060 -1.193  0.309
H60 6.616 3.414 -0.591  0.052
H61 7.804 3.827 -1.831  0.360
H62 5.752 2.546 -2.632  0.295
H63 5.445 3.664 -4.670  0.378
H64 7.133 3.923 -4.213  0.438
H65 7.886 5.959 -3.953  0.299
H66 6.873 6.662 -2.673  0.226
H67 6.810 7.324 -4.315  0.258
H68 3.741 3.699 -2.788  0.270
H69 4.360 5.053 -2.177  0.266
C33 2.515 -9.303 -3.696  -1.436
C34 1.949 -8.317 -2.681  0.368
C35 0.755 -7.507 -3.196  -0.851
O6 1.091 -6.471 -4.103  -0.092
C36 1.229 -6.860 -5.458  -0.930
N6 3.033 -7.474 -2.175  -0.704
H70 3.105 -8.792 -4.458  0.297
H71 3.175 -10.011 -3.197  0.365
H72 1.721 -9.862 -4.194  0.346
H73 1.570 -8.895 -1.831  0.378
H74 0.288 -7.005 -2.343  0.312
H75 0.001 -8.166 -3.646  0.459
H76 0.517 -7.650 -5.715  0.382
H77 2.239 -7.208 -5.687  0.286
H78 1.019 -5.983 -6.070  0.288
H79 2.699 -6.903 -1.405  0.265
H80 3.301 -6.820 -2.905  0.295